13
Properties=species:S:1:pos:R:3:forces:R:3 method="wB97M-V/def2-TZVPD" e_homo_ev=-3.845 total_charge=-1 homo_lumo_gap_ev=7.486 e_above_lowest_kj_mol=116.02 e_tot_ha=-344.266029
C -0.2181 -1.7868 0.8316 -0.3 -0.1 -0.9
O -0.9820 -2.2730 -0.3005 0.1 -0.6 0.3
H -0.3575 -2.4798 -1.0033 -0.1 0.2 0.1
H -0.7855 -1.9718 1.7359 -0.4 0.4 0.0
H 0.0026 -0.7478 0.6195 0.3 0.2 0.8
H 0.6996 -2.3429 0.9783 0.4 -0.1 -0.2
C -0.0959 1.4233 -0.9381 -0.2 0.2 0.3
C 0.6566 1.9567 0.3119 0.5 0.8 -0.3
O 1.2556 1.1189 1.0276 -0.3 -0.2 -0.1
O 0.6616 3.2059 0.4299 -0.2 -0.2 0.2
H -0.4954 2.2484 -1.5311 0.2 0.0 0.0
H -0.9525 0.8131 -0.6376 0.2 -0.2 -0.1
H 0.6111 0.8358 -1.5241 -0.2 -0.2 -0.1